[1]
Molecular formula: C70H90F22N13O12S6V
Method: DFT, ωB97M-V/def2-TZVPD

```
! wB97M-V def2-TZVPD RIJCOSX def2/J DEFGRID3
* xyz 0 3
V -0.971 3.148 0.045
C -4.175 5.331 2.354
F -3.835 4.313 3.185
F -5.171 4.938 1.555
F -4.548 6.308 3.168
S -2.466 5.936 1.409
O -2.849 6.111 0.026
O -2.117 7.198 1.960
N -1.248 4.558 1.416
S -0.437 4.885 2.758
O -1.358 5.257 3.858
O 0.410 3.712 2.948
C 0.723 6.534 2.344
F 1.986 6.136 2.074
F 0.289 6.969 1.198
F 0.582 7.515 3.292
C -2.288 -0.923 0.790
F -2.610 -0.664 -0.456
F -3.346 -0.645 1.544
F -2.019 -2.243 0.815
S -0.785 0.144 1.382
O -1.356 1.088 2.329
O 0.167 -0.753 1.955
N -0.404 1.215 -0.024
S 0.518 0.219 -0.798
O 0.182 -1.193 -0.913
O 0.584 0.859 -2.085
C 2.256 0.387 -0.019
F 2.892 -0.837 0.048
F 3.129 1.120 -0.778
F 2.263 0.898 1.201
C 0.704 4.186 -3.664
F 1.886 4.235 -3.030
F 0.882 4.666 -4.918
F 0.410 2.902 -3.733
S -0.576 5.243 -2.709
O 0.267 6.032 -1.788
O -1.350 6.024 -3.656
N -1.442 4.004 -1.741
S -2.484 3.406 -2.794
O -2.251 3.501 -4.205
O -2.549 1.985 -2.321
C -4.164 4.313 -2.324
F -4.317 4.521 -1.063
F -4.150 5.539 -2.892
F -5.153 3.617 -2.822
C 5.894 -1.830 -1.206
C 5.708 -0.900 -2.339
C 5.414 -1.554 -3.683
C 4.013 -1.840 -3.898
N 2.880 -1.998 -3.989
H 6.693 -2.553 -1.373
H 4.978 -2.408 -1.087
H 6.254 -1.316 -0.314
H 6.654 -0.362 -2.400
H 4.861 -0.246 -2.133
H 5.932 -2.401 -4.134
H 5.676 -0.799 -4.424
C 4.173 6.181 -5.615
C 4.490 5.186 -6.715
C 4.277 3.754 -6.311
C 5.146 3.160 -5.273
N 5.722 2.697 -4.377
H 3.108 6.288 -5.408
H 4.510 7.196 -5.824
H 4.646 5.898 -4.675
H 5.488 5.332 -7.129
H 3.876 5.255 -7.613
H 4.269 3.155 -7.221
H 3.294 3.619 -5.860
C 2.022 -4.718 0.568
C 1.487 -3.575 1.325
C 0.906 -4.036 2.652
C 1.839 -4.903 3.459
N 2.571 -5.556 4.063
H 1.207 -5.431 0.443
H 2.936 -5.189 0.931
H 2.511 -4.319 -0.321
H 0.745 -2.987 0.784
H 2.352 -2.938 1.505
H -0.005 -4.615 2.504
H 0.570 -3.122 3.143
C -7.057 -0.057 -0.858
C -5.755 0.654 -0.845
C -5.631 1.520 0.363
C -4.203 1.995 0.475
N -3.110 2.415 0.543
H -6.940 -1.097 -0.556
H -7.470 -0.121 -1.864
H -7.844 0.482 -0.330
H -5.815 1.336 -1.693
H -4.957 -0.064 -1.036
H -5.758 0.779 1.153
H -6.404 2.288 0.334
C 5.923 5.123 -1.247
C 4.552 4.282 -1.306
C 3.542 4.797 -0.231
C 2.269 4.162 -0.324
N 1.235 3.662 -0.375
H 6.430 5.156 -0.283
H 5.713 6.170 -1.469
H 6.646 4.676 -1.929
H 4.803 3.228 -1.191
H 4.207 4.492 -2.319
H 3.475 5.881 -0.322
H 3.963 4.678 0.767
C 4.056 6.845 4.677
C 4.901 6.361 3.559
C 5.556 5.134 4.093
C 4.612 4.102 4.546
N 3.875 3.324 4.956
H 3.305 6.146 5.046
H 3.438 7.711 4.441
H 4.691 7.194 5.491
H 5.546 7.213 3.342
H 4.473 6.110 2.589
H 6.149 5.387 4.972
H 6.231 4.707 3.352
C -3.012 -1.897 4.880
C -4.111 -1.503 5.954
C -5.266 -0.635 5.416
C -5.678 -1.028 4.070
N -6.019 -1.296 3.057
H -2.278 -2.631 5.212
H -2.431 -1.019 4.598
H -3.399 -2.310 3.949
H -3.601 -1.052 6.805
H -4.614 -2.382 6.355
H -4.965 0.407 5.309
H -6.146 -0.652 6.058
C -1.422 -7.598 0.660
C -0.277 -8.428 1.331
C 0.745 -9.246 0.373
C 0.062 -10.332 -0.326
N -0.398 -11.189 -0.929
H -1.125 -6.561 0.814
H -2.365 -7.784 1.175
H -1.537 -7.657 -0.422
H -0.709 -9.215 1.949
H 0.369 -7.877 2.016
H 1.486 -9.784 0.964
H 1.239 -8.542 -0.296
C 1.194 -5.226 -3.302
C 1.209 -4.967 -4.779
C 2.633 -5.077 -5.420
C 3.359 -6.326 -5.133
N 3.907 -7.315 -4.786
H 0.204 -4.949 -2.939
H 2.018 -4.670 -2.855
H 1.578 -6.227 -3.107
H 0.828 -3.966 -4.978
H 0.518 -5.633 -5.296
H 3.360 -4.295 -5.203
H 2.565 -5.016 -6.506
C -1.012 1.666 6.009
C -0.022 0.788 6.722
C 0.494 1.319 8.045
C -0.459 1.565 9.230
N -1.183 1.795 10.095
H -1.865 2.091 6.537
H -1.330 1.138 5.109
H -0.523 2.603 5.743
H 0.838 0.507 6.114
H -0.490 -0.184 6.877
H 1.159 2.168 7.889
H 0.942 0.461 8.546
F -6.175 -8.578 0.262
C -6.404 -7.536 1.082
C -7.752 -7.199 1.441
C -8.058 -5.988 2.065
C -6.956 -5.287 2.543
C -5.653 -5.578 2.163
C -5.332 -6.693 1.324
H -8.558 -7.834 1.106
H -9.024 -5.602 2.352
H -7.117 -4.244 2.772
H -4.901 -4.802 2.187
H -4.438 -6.751 0.720
F 3.058 -2.257 3.819
C 3.751 -1.804 4.868
C 4.626 -2.671 5.635
C 5.175 -2.137 6.769
C 4.899 -0.843 7.285
C 4.072 -0.086 6.479
C 3.518 -0.552 5.315
H 4.827 -3.702 5.387
H 5.772 -2.898 7.248
H 5.397 -0.451 8.160
H 3.807 0.928 6.739
H 2.802 0.087 4.821
F 0.927 -1.889 -8.432
C 0.291 -2.010 -7.270
C 0.835 -1.353 -6.116
C 0.059 -1.288 -4.995
C -1.140 -1.990 -4.927
C -1.658 -2.651 -6.008
C -0.957 -2.660 -7.213
H 1.754 -0.799 -6.240
H 0.492 -0.715 -4.189
H -1.739 -1.920 -4.030
H -2.669 -3.030 -5.991
H -1.392 -3.014 -8.136
F -6.812 0.759 -4.174
C -5.726 0.748 -4.981
C -4.468 0.648 -4.460
C -3.364 0.538 -5.349
C -3.526 0.452 -6.735
C -4.857 0.541 -7.247
C -5.943 0.742 -6.304
H -4.381 0.518 -3.392
H -2.366 0.601 -4.942
H -2.708 0.418 -7.440
H -4.992 0.419 -8.311
H -6.923 0.885 -6.736
*
```

For the LUMO energy (alpha / beta), the calculation gives -3.31 / -2.40 eV. Its max |F| is 6.744 eV Å⁻¹. For the energy, the calculation gives -9865.79720 Ha. Its expectation value of S² is 2.012.


[2]
Molecular formula: C2H2N2O3
Method: DFT, ωB97M-V/def2-TZVPD

```
! wB97M-V def2-TZVPD RIJCOSX def2/J DEFGRID3
* xyz 0 1
N 0.318 -1.058 2.817
C 0.214 -0.244 1.977
C -0.137 0.741 0.954
O 0.725 1.348 0.356
H -1.199 1.152 1.028
O -0.880 -1.676 -1.572
N -0.371 -0.630 -1.219
O 0.411 -0.268 -2.270
H 0.919 0.635 -2.072
*
```

For the LUMO energy, the calculation gives -1.03 eV. Its max |F| is 4.592 eV Å⁻¹. As for the SMILES: N#CC=O.O=NO. For the energy, the calculation gives -412.48716 Ha.


[3]
Molecular formula: C4H6O2
Method: DFT, ωB97M-V/def2-TZVPD

```
! wB97M-V def2-TZVPD RIJCOSX def2/J DEFGRID3
* xyz 0 1
C 0.566 0.194 1.407
C 0.901 -0.243 -0.860
C -0.483 -0.122 -1.298
C -1.233 0.116 -0.062
H 1.051 -0.574 2.040
H 0.428 1.139 2.001
H 1.404 -1.246 -0.899
H -0.748 -1.124 -1.717
H -0.700 0.734 -1.961
H -1.750 1.065 0.056
O 1.258 0.465 0.232
O -0.694 -0.405 1.061
*
```

For the LUMO energy, the calculation gives -0.54 eV. Its max |F| is 1.714 eV Å⁻¹. For the energy, the calculation gives -306.30124 Ha.